This record from the OMol25 dataset describes C2H6N6 as an isolated structure. The level of theory is wB97M-V/def2-TZVPD.

Each line ends with the Löwdin charge.
Geometry (Å):
C  -0.448206  -0.304360  -0.490992  -0.589
C  0.918172  0.302055  0.902847  -0.431
H  -2.793056  0.623275  -0.156336  0.048
H  -3.366920  0.040379  -2.151118  0.201
H  2.309625  0.951269  2.215182  0.084
H  1.069387  2.164952  1.837923  0.126
H  2.391171  -0.551842  0.230550  0.110
H  0.446499  -2.057118  -0.518895  0.114
N  -2.492945  0.413661  -1.165282  -0.130
N  -1.444943  -0.628820  -1.249824  -0.051
N  -0.304153  0.613025  0.434923  0.179
N  1.662718  1.343872  1.543217  0.131
N  1.512627  -0.809321  0.526711  0.108
N  0.655767  -1.097714  -0.650949  0.099

Forces on atoms 1 to 2 (eV/Å):
-3.86 -2.26 -3.09
-2.13 6.86 1.89

Properties
E_tot in eV: -11107.65692
Energy relative to the best compared isomer or geometry (same formula, charge and spin) in kJ/mol: 254.8
HOMO-LUMO gap in eV: 7.80
Multiplicity: 1
HOMO energy in Ha: -0.2661
Largest force on an atom in eV/A: 7.4